[1]
A structure of composition CH5N3 at a distorted geometry, computed with the ωB97M-V functional and the def2-TZVPD basis.

Results
HOMO-LUMO gap ... 11.12 eV
Energy above the lowest of the compared OMol25 structures with the same formula, charge and spin ... 161.6 kJ/mol
Highest occupied orbital energy ... -0.3611 hartree
Total charge ... 0

The geometry in XYZ format:
```
9
Properties=species:S:1:pos:R:3:mulliken_charge:R:1
C 2.694 -1.202 1.577 -0.360
N 3.434 -0.586 0.782 -0.453
N 3.510 -4.109 0.166 0.000
N 4.011 -4.431 1.095 0.004
H -3.472 -2.261 2.765 0.007
H 3.088 -1.458 2.607 0.244
H 1.741 -1.571 1.253 0.313
H -3.279 -2.566 2.069 -0.006
H 4.424 -0.384 1.059 0.251
```



[2]
The molecule CH5N3O at a distorted geometry, computed with the ωB97M-V functional and the def2-TZVPD basis.

Results
Structure (SMILES) ... N/N=C\NO
HOMO-LUMO gap ... 10.47 eV
Energy above the lowest of the compared OMol25 structures with the same formula, charge and spin ... 431.0 kJ/mol
Highest occupied orbital energy ... -0.3505 hartree
Total charge ... 0

The geometry in XYZ format:
```
10
Properties=species:S:1:pos:R:3:mulliken_charge:R:1
N 1.147 -1.052 -0.106 -0.492
N -0.060 -1.365 0.411 -0.380
C -0.755 -0.336 0.191 -0.022
N -0.268 0.849 -0.605 -0.302
O -0.955 1.954 0.029 -0.373
H 1.079 -0.695 -1.082 0.239
H 1.598 -2.044 -0.161 0.305
H -1.713 0.106 0.848 0.324
H 0.760 0.716 -0.453 0.391
H -0.833 1.867 0.928 0.309
```



[3]
The molecule CH5N3O at a distorted geometry, computed with the ωB97M-V functional and the def2-TZVPD basis.

Results
Structure (SMILES) ... [H]/N=C(\N)NO
HOMO-LUMO gap ... 10.15 eV
Energy above the lowest of the compared OMol25 structures with the same formula, charge and spin ... 253.1 kJ/mol
Highest occupied orbital energy ... -0.3479 hartree
Total charge ... 0

The geometry in XYZ format:
```
10
Properties=species:S:1:pos:R:3:mulliken_charge:R:1
H -1.303 -1.622 -1.226 0.201
N -0.980 -0.723 -1.276 -0.648
C -0.120 -0.452 -0.365 0.462
N 0.112 -1.128 0.780 -0.428
N 0.621 0.758 -0.360 -0.301
O 0.496 1.540 0.866 -0.425
H 0.518 -0.962 1.816 0.271
H -0.336 -2.054 0.765 0.179
H 0.132 1.070 -1.167 0.354
H -0.534 1.611 1.071 0.335
```



[4]
A cluster of 2 separate species, CH5N3O2S in total, computed with the ωB97M-V functional and the def2-TZVPD basis.

Results
HOMO-LUMO gap ... 8.88 eV
Energy above the lowest of the compared OMol25 structures with the same formula, charge and spin ... 240.7 kJ/mol
Highest occupied orbital energy ... -0.3014 hartree
Total charge ... 0

The geometry in XYZ format:
```
12
Properties=species:S:1:pos:R:3:mulliken_charge:R:1
C -0.255 -0.952 -0.232 0.018
N -0.160 1.862 0.808 0.288
N -0.939 1.750 -0.038 -0.549
N -0.123 -0.781 -1.550 -0.274
O 0.611 -0.732 0.586 -0.553
O 1.880 1.417 2.188 -0.486
S 1.722 2.147 0.735 0.067
H -1.236 -1.365 0.052 0.351
H -0.258 1.714 1.833 0.292
H 1.874 0.456 2.053 0.395
H 0.714 -0.345 -1.906 0.233
H -0.899 -0.908 -2.175 0.218
```



[5]
The molecule CH5N3O2S at a distorted geometry, computed with the ωB97M-V functional and the def2-TZVPD basis.

Results
HOMO-LUMO gap (alpha / beta) ... 8.88 / 7.18 eV
Energy above the lowest of the compared OMol25 structures with the same formula, charge and spin ... 207.0 kJ/mol
Spin multiplicity ... 3
Highest occupied orbital energy (alpha / beta) ... -0.2966 / -0.3767 hartree
Total charge ... 0

The geometry in XYZ format:
```
12
Properties=species:S:1:pos:R:3:mulliken_charge:R:1
C -0.549 -0.385 -0.994 -0.240
N -0.384 -1.756 -0.727 -0.524
N -0.475 0.418 0.231 -0.027
N -0.110 1.703 0.041 -0.453
O 0.478 -1.048 2.370 -0.492
O 2.089 -0.090 0.770 -0.524
S 0.796 -0.659 1.029 0.728
H 0.234 -0.063 -1.699 0.370
H -1.531 -0.160 -1.438 0.344
H -1.082 -2.078 -0.064 0.291
H -0.281 2.283 0.849 0.257
H 0.815 1.836 -0.368 0.270
```



[6]
The molecule CH5N3OS at a distorted geometry, computed with the ωB97M-V functional and the def2-TZVPD basis.

Results
HOMO-LUMO gap (alpha / beta) ... 8.02 / 7.99 eV
Energy above the lowest of the compared OMol25 structures with the same formula, charge and spin ... 315.8 kJ/mol
Highest occupied orbital energy (alpha / beta) ... -0.2953 / -0.2756 hartree
Total charge ... 0

The geometry in XYZ format:
```
11
Properties=species:S:1:pos:R:3:mulliken_charge:R:1
C -0.136 -0.386 0.585 -0.325
N -1.235 0.169 0.007 0.172
N 0.845 -0.939 -0.474 -0.342
N -1.168 1.403 -0.463 -0.723
O 2.555 0.423 0.808 -0.523
S 2.335 -0.238 -0.508 0.355
H 0.644 0.392 0.978 0.328
H -0.176 -1.155 1.327 0.338
H -2.134 -0.280 0.178 0.252
H 0.508 -1.022 -1.442 0.266
H -2.037 1.634 -0.996 0.204
```